Computed, not measured: 3 unconnected molecules or ions with the total composition C25H47BrN7O7P3S in a non-equilibrium geometry, with wB97M-V/def2-TZVPD.

Last column: Mulliken charge in e.
Positions of all 91 atoms, in Å:
1 N -9.5122 -1.5412 3.7366  -0.639
2 C -8.3775 -0.8325 4.4001  -0.360
3 C -7.1106 -0.6088 3.4143  -0.193
4 C -5.6852 -1.1581 3.6759  0.593
5 P -5.2751 -2.2230 5.1857  0.580
6 O -4.6901 -1.3358 6.5136  -0.486
7 O -6.5762 -3.2772 5.6214  -0.490
8 S -3.8306 -3.4309 4.6037  -0.411
9 C -4.5469 -0.8314 2.6405  0.014
10 C -4.7823 -0.0067 1.3439  -0.819
11 C -6.2123 0.5277 1.0671  0.151
12 C -7.3506 0.2207 2.1092  0.529
13 C -8.8061 0.7977 1.7170  0.003
14 O -9.6188 1.2799 2.5393  -0.521
15 C -9.1255 0.7528 0.1332  0.380
16 C -10.6272 0.3764 -0.2952  -0.414
17 C -10.6730 -0.8038 -1.4108  0.371
18 O -11.7080 -0.9310 -2.0948  -0.477
19 Br -9.2032 -2.0922 -1.7283  -0.125
20 C -8.0913 1.0389 -0.8146  -0.354
21 C -6.6086 1.3557 -0.2612  0.158
22 O -5.8189 2.1471 -0.8340  -0.528
23 H -9.3510 -1.6940 2.7329  0.301
24 H -10.3292 -0.9084 3.8419  0.314
25 H -8.7454 0.2409 4.6323  0.297
26 H -8.0731 -1.2728 5.4112  0.158
27 H -3.9748 -1.9157 6.8896  0.334
28 H -7.0564 -2.8683 6.3903  0.337
29 H -3.4834 -1.2228 2.8064  -0.073
30 H -3.9515 0.1996 0.5751  0.372
31 H -11.2639 1.2682 -0.6010  0.336
32 H -11.1060 -0.1023 0.6436  0.243
33 H -8.3540 1.0315 -1.9248  0.392
34 C 0.8064 -1.9908 -2.1238  -1.100
35 N 0.1499 -0.7298 -1.8690  0.328
36 C -0.5880 -0.2613 -3.0445  -1.175
37 P -0.3938 -0.1045 -0.3888  0.707
38 O -1.6317 -1.0161 -0.2765  -0.866
39 N 0.3435 -0.6997 1.0434  0.252
40 C 1.3849 -1.7037 1.1165  -1.044
41 C -0.5889 -0.9320 2.1566  -1.198
42 N 0.9939 0.9910 -0.4978  0.176
43 C 2.2815 0.8211 -1.1369  -0.979
44 C 0.9139 2.1871 0.3328  -1.142
45 H 1.4428 -1.9004 -3.0106  0.406
46 H 0.0939 -2.8100 -2.2825  0.285
47 H 1.4909 -2.2864 -1.3321  0.355
48 H -0.2285 0.7315 -3.3352  0.305
49 H -1.6585 -0.1901 -2.8391  0.312
50 H -0.4646 -0.9185 -3.9083  0.404
51 H 1.0414 -2.6782 0.7548  0.367
52 H 1.7278 -1.8402 2.1481  0.361
53 H 2.2814 -1.4056 0.5723  0.240
54 H -1.0842 -1.9065 2.0679  0.354
55 H -1.3597 -0.1567 2.1877  0.247
56 H -0.0699 -0.8964 3.1187  0.471
57 H 2.6599 -0.1990 -1.0930  0.179
58 H 3.0506 1.4407 -0.6639  0.507
59 H 2.2330 1.1185 -2.1896  0.173
60 H 1.3910 2.0193 1.3051  0.357
61 H -0.1288 2.4620 0.5128  0.306
62 H 1.3873 3.0484 -0.1481  0.444
63 C 8.2746 -0.6842 -3.7549  -1.128
64 N 7.5801 0.5544 -3.4916  0.316
65 C 6.8306 1.0098 -4.6650  -1.156
66 P 7.0151 1.1515 -2.0074  0.712
67 O 5.8023 0.2074 -1.9095  -0.882
68 N 7.7672 0.5684 -0.5780  0.249
69 C 8.8388 -0.4032 -0.5098  -1.073
70 C 6.8396 0.2991 0.5312  -1.028
71 N 8.3634 2.2971 -2.1113  0.058
72 C 9.6538 2.1783 -2.7539  -0.975
73 C 8.2427 3.4837 -1.2718  -1.149
74 H 8.9096 -0.5678 -4.6398  0.399
75 H 7.5875 -1.5231 -3.9214  0.307
76 H 8.9662 -0.9655 -2.9641  0.362
77 H 7.1606 2.0152 -4.9472  0.299
78 H 5.7581 1.0471 -4.4612  0.295
79 H 6.9752 0.3635 -5.5337  0.410
80 H 8.5265 -1.3852 -0.8796  0.363
81 H 9.1834 -0.5368 0.5216  0.363
82 H 9.7269 -0.0735 -1.0494  0.252
83 H 6.3750 -0.6891 0.4338  0.323
84 H 6.0454 1.0494 0.5663  0.264
85 H 7.3553 0.3434 1.4948  0.359
86 H 10.0685 1.1715 -2.7180  0.298
87 H 10.3997 2.8225 -2.2764  0.433
88 H 9.5932 2.4814 -3.8045  0.207
89 H 8.7276 3.3262 -0.3017  0.339
90 H 7.1913 3.7198 -1.0877  0.316
91 H 8.6839 4.3649 -1.7473  0.462

Results
- SMILES: NCc1c(P(O)(O)=S)ccc2c1C(=O)C(CC(=O)Br)=CC2=O.CN(C)P(=O)(N(C)C)N(C)C.CN(C)P(=O)(N(C)C)N(C)C
- Gap between HOMO and LUMO: 0.228 Ha
- Strongest force on any atom: 0.133 hartree/bohr
- HOMO level: -0.2875 hartree
- E_LUMO: -1.614 eV